Entry 1:
DFT (ωB97M-V with the def2-TZVPD basis set) results for C57H56Br2LuN3O4P2 as an isolated structure in a non-equilibrium geometry.

The energy above the lowest of the compared OMol25 structures with the same formula, charge and spin is 0.00 kcal/mol. The total charge is +2. The HOMO-LUMO gap is 7.20 eV. The spin multiplicity is 1. The lowest unoccupied orbital energy is -4.832 eV.

```
125
Properties=species:S:1:pos:R:3:forces:R:3
Lu 0.120602 -0.790466 -0.914935 -0.10 -0.03 -0.43
C -0.621298 3.008834 5.261865 -0.06 -0.13 0.01
C -1.049798 1.528134 5.312565 0.03 0.19 0.07
C -1.533198 1.196134 6.728865 0.05 -0.02 -0.18
C 0.161902 0.702234 4.930465 -0.21 0.03 -0.14
C 1.165902 0.424934 5.848265 0.01 -0.07 -0.15
C 2.348502 -0.182566 5.469165 0.07 0.06 0.02
C 2.558302 -0.514766 4.146865 -0.12 0.01 0.03
C 1.554302 -0.295466 3.212165 -0.62 -0.10 -0.13
P 1.892202 -0.514866 1.421565 0.96 0.32 0.76
C 3.088202 -1.893166 1.525465 -0.17 -0.03 -0.17
C 2.729302 -2.981666 2.322165 0.01 0.20 -0.04
C 3.543402 -4.094666 2.404965 0.02 -0.06 -0.03
C 4.721002 -4.144166 1.675765 -0.01 -0.01 -0.02
C 5.058602 -3.091866 0.839865 0.05 -0.02 -0.09
C 4.241202 -1.974366 0.750665 -0.07 0.12 0.13
C 2.857402 1.058934 1.419265 0.05 -0.07 -0.36
C 2.062102 2.206934 1.421265 -0.01 -0.12 0.05
C 2.624902 3.466034 1.522965 -0.02 0.04 0.01
C 4.000902 3.595834 1.632465 0.06 0.02 -0.04
C 4.794902 2.462334 1.659465 0.03 0.13 0.02
C 4.231502 1.198834 1.562465 -0.12 -0.10 -0.09
C 0.363902 0.310934 3.608765 0.49 -0.39 0.23
O -0.567998 0.499534 2.612265 -0.03 0.24 0.42
C -1.848398 0.812634 3.022165 -0.65 -0.03 -0.17
C -2.852098 0.575834 2.085065 0.66 0.03 0.04
C -4.172998 0.860934 2.408165 0.12 0.03 0.08
C -4.483198 1.365034 3.653665 -0.07 0.01 -0.03
C -3.478898 1.575434 4.580665 0.06 -0.08 -0.13
C -2.147798 1.299934 4.292765 0.21 -0.10 0.00
P -2.470898 -0.241366 0.484065 -1.21 0.49 0.35
C -3.342898 -1.821766 0.842165 0.22 -0.09 -0.16
C -3.275998 -2.321066 2.145965 -0.02 0.16 -0.08
C -3.831898 -3.545166 2.465465 0.03 -0.11 0.02
C -4.457298 -4.302966 1.488465 0.01 0.03 0.00
C -4.514398 -3.827066 0.189565 -0.03 -0.15 -0.02
C -3.949398 -2.605466 -0.138535 0.09 0.07 0.02
C -3.646498 0.790034 -0.483435 0.16 -0.10 -0.12
C -3.196398 2.076834 -0.762635 0.05 -0.15 0.05
C -3.993698 2.978334 -1.439335 0.10 0.09 0.00
C -5.264798 2.601134 -1.842035 -0.05 -0.05 -0.03
C -5.729698 1.330834 -1.549035 -0.06 0.07 -0.05
C -4.928598 0.425934 -0.873235 0.23 -0.09 0.08
H 0.184802 3.180634 5.971565 0.08 0.07 0.06
H -1.460898 3.649834 5.519165 -0.08 0.11 0.02
H -0.266898 3.278234 4.267465 0.02 0.04 -0.08
H -0.757898 1.405334 7.457765 0.06 0.02 0.10
H -1.818798 0.149734 6.808765 -0.03 -0.09 0.04
H -2.384098 1.811334 7.001165 -0.06 0.06 0.06
H 1.038202 0.707834 6.878765 -0.03 0.05 0.14
H 3.117202 -0.363966 6.202465 0.10 -0.04 0.08
H 3.500302 -0.942266 3.841065 0.07 -0.04 0.01
H 1.812102 -2.945166 2.894665 -0.02 -0.02 0.11
H 3.261902 -4.923366 3.036765 -0.02 -0.06 0.06
H 5.368202 -5.003266 1.752165 0.07 -0.10 -0.01
H 5.959902 -3.143166 0.248765 0.12 0.01 -0.05
H 4.498202 -1.177066 0.066865 0.07 0.04 -0.01
H 0.984902 2.084334 1.426465 -0.10 0.10 0.02
H 1.995002 4.342234 1.544465 -0.08 0.11 0.03
H 4.446402 4.573934 1.719565 0.06 0.10 0.01
H 5.863102 2.561834 1.772865 0.12 -0.01 0.02
H 4.871202 0.333834 1.620065 0.08 -0.12 0.01
H -4.954398 0.671934 1.689065 -0.08 0.00 -0.02
H -5.507898 1.581434 3.911365 -0.10 0.03 0.01
H -3.749598 1.953434 5.551065 0.01 0.07 0.14
H -2.796998 -1.740966 2.923065 -0.02 0.04 0.08
H -3.776798 -3.905566 3.480665 -0.01 -0.05 0.12
H -4.895298 -5.255766 1.739765 -0.06 -0.10 0.01
H -4.999998 -4.412166 -0.577135 -0.03 -0.04 -0.07
H -4.001398 -2.276766 -1.165135 0.01 0.06 -0.10
H -2.218398 2.374434 -0.392335 -0.02 0.10 -0.02
H -3.634698 3.977134 -1.641935 0.01 0.08 0.00
H -5.895298 3.298034 -2.369835 -0.08 0.09 -0.06
H -6.727598 1.042034 -1.837935 -0.12 -0.03 -0.06
H -5.313098 -0.555466 -0.641535 -0.06 -0.05 0.02
Br -0.682198 -3.911666 -4.693735 0.35 0.08 -0.14
C 0.909402 -2.896666 -4.508535 -0.65 0.17 1.03
C 1.867002 -2.877766 -5.510935 0.64 0.27 -0.23
C 3.005802 -2.115466 -5.369035 -0.08 -0.31 -0.41
Br 4.302802 -2.131566 -6.767335 -0.26 -0.01 0.28
C 3.204502 -1.324266 -4.220235 -0.31 -0.01 0.27
C 4.335702 -0.511066 -4.005535 -0.04 0.11 0.24
C 4.409902 0.268534 -2.879935 -0.06 -0.15 -0.22
C 3.341402 0.252134 -1.973635 -0.25 0.11 0.21
N 2.277802 -0.516666 -2.109535 -0.18 0.08 0.22
C 2.199302 -1.329566 -3.200835 -0.03 -0.57 -0.53
C 1.042202 -2.182966 -3.308635 0.83 -0.19 -1.55
O 0.185302 -2.290166 -2.353035 -0.41 -0.17 0.79
H 1.720602 -3.476566 -6.395935 -0.02 -0.02 -0.10
H 5.130102 -0.513366 -4.735435 0.08 0.02 -0.06
H 5.268402 0.892634 -2.685735 0.05 0.07 0.02
H 3.360102 0.898534 -1.102635 0.04 0.00 0.02
O 2.022502 -3.134066 -0.721335 -0.04 -0.29 -0.02
H 2.965502 -3.325266 -0.770535 0.06 -0.08 0.12
H 1.590102 -3.670866 -1.397735 0.05 0.07 -0.07
O 0.534102 2.130634 -1.170235 0.03 -0.09 0.23
H -0.359698 2.468234 -0.998235 0.12 -0.14 -0.04
H 1.124002 2.561534 -0.525135 -0.09 -0.05 -0.06
N -0.484098 -2.877366 0.520765 0.21 0.02 -0.16
H 0.398502 -3.377066 0.653365 -0.06 0.16 -0.13
H -1.053298 -3.479466 -0.079035 0.02 0.13 0.12
H -0.951498 -2.866566 1.427565 -0.03 0.12 -0.23
C -0.311398 3.510134 -4.448435 -0.59 0.44 -0.10
N 0.751402 2.600234 -3.996235 -0.03 -0.17 0.32
C 2.087502 3.111134 -4.338035 0.63 0.26 -0.08
C 0.551302 1.228234 -4.555335 -0.32 -0.70 -0.09
C -0.785098 0.613534 -4.191135 0.30 0.11 0.45
C -1.704098 0.500434 -5.234835 0.03 -0.02 0.00
C -2.904898 -0.157166 -5.064135 0.01 -0.01 0.03
C -3.168298 -0.723066 -3.830835 -0.02 -0.11 0.15
C -2.255198 -0.580066 -2.800835 0.55 0.33 0.00
C -1.027998 0.119334 -2.886435 -0.41 -0.36 -0.21
H -0.167898 4.508034 -4.040435 0.14 -0.04 0.09
H -1.277498 3.119434 -4.134135 0.07 -0.03 0.01
H -0.302598 3.575034 -5.535335 0.11 -0.08 -0.01
H 0.684102 2.481434 -2.964835 0.04 0.10 -0.30
H 2.190402 3.174334 -5.420835 -0.12 -0.04 0.02
H 2.857702 2.443034 -3.954235 -0.14 -0.09 0.02
H 2.241802 4.102134 -3.915535 -0.14 0.00 0.04
H 1.366702 0.613534 -4.174735 -0.02 0.24 -0.06
H 0.646002 1.292434 -5.641435 0.10 0.17 0.06
H -1.465598 0.909334 -6.207335 0.07 0.04 -0.13
H -3.599498 -0.261966 -5.882335 -0.07 0.02 -0.08
H -4.073198 -1.294066 -3.678535 -0.12 -0.04 0.02
H -2.500198 -1.091466 -1.867335 -0.01 -0.03 -0.12
```
Forces are in eV/Å.

Entry 2:
DFT (ωB97M-V with the def2-TZVPD basis set) results for C57H62BrN5O5S3SbTi as an isolated structure in a non-equilibrium geometry.

The energy above the lowest of the compared OMol25 structures with the same formula, charge and spin is 0.89 kcal/mol. The total charge is -1. The HOMO-LUMO gap is 6.37 eV. The spin multiplicity is 1. The lowest unoccupied orbital energy is 1.672 eV.

```
135
Properties=species:S:1:pos:R:3:forces:R:3
Ti -1.246947 -1.297719 -0.154213 -1.13 1.29 0.46
O -4.869833 -3.729883 -0.208949 -0.01 0.01 -0.02
C -5.497207 -3.057538 -1.201507 0.00 0.02 0.05
C -6.706970 -3.573652 -1.664853 0.00 -0.01 -0.01
C -7.418008 -2.917454 -2.653539 0.00 0.00 0.00
C -6.933720 -1.734994 -3.200321 0.01 0.00 0.00
C -5.721054 -1.235989 -2.752478 -0.01 0.00 0.02
C -4.987344 -1.878944 -1.760530 -0.07 0.06 0.12
C -3.666642 -1.276231 -1.346147 0.07 -0.01 -0.18
O -2.856011 -2.161256 -0.609278 -0.21 -0.49 -0.34
N -3.836302 -0.024718 -0.605450 -0.10 0.12 0.12
N -2.719243 0.183367 0.294378 0.65 -0.47 -0.57
C -3.254535 0.367723 1.570980 -0.01 -0.07 0.13
C -2.922259 1.208332 2.516374 -0.06 0.18 -0.19
Br -1.406392 -2.051004 2.294420 -0.01 -0.13 0.24
C -2.760398 1.983662 3.557419 0.06 -0.05 0.04
C -3.530829 3.215160 3.823830 0.03 0.01 -0.01
C -3.347802 3.892131 5.028513 0.05 0.03 -0.02
C -4.069643 5.041237 5.320416 -0.01 -0.01 0.00
C -4.991605 5.534190 4.409333 0.01 0.00 0.00
C -5.184413 4.864911 3.205558 0.02 0.01 -0.01
C -4.463386 3.719567 2.915955 0.00 -0.02 -0.02
H -4.016927 -3.265655 -0.047633 0.01 -0.01 0.00
H -7.070887 -4.492768 -1.222880 0.00 0.01 0.00
H -8.359197 -3.330405 -2.996814 0.00 0.00 0.00
H -7.487355 -1.215677 -3.972043 0.00 0.00 0.01
H -5.313453 -0.326198 -3.179762 -0.01 -0.01 0.01
H -3.139064 -1.019761 -2.263613 -0.01 0.02 0.03
H -4.696164 -0.064184 -0.063195 0.03 -0.09 0.10
H -4.073660 -0.311953 1.841266 0.03 -0.04 -0.01
H -2.020981 1.716796 4.310318 -0.03 -0.02 0.01
H -2.627199 3.508956 5.742847 -0.01 0.00 -0.01
H -3.911445 5.550785 6.263203 0.00 0.00 0.00
H -5.554907 6.431665 4.632199 0.00 0.00 0.00
H -5.900083 5.242627 2.485370 0.00 0.00 0.01
H -4.615825 3.195894 1.979351 0.02 0.01 0.00
C 7.936597 -2.912091 5.560565 -0.02 -0.02 0.00
O 6.579417 -3.278838 5.427839 0.02 0.04 0.00
C 6.207719 -3.887686 4.266186 -0.01 -0.02 0.00
C 7.086283 -4.257229 3.258413 -0.01 0.00 -0.01
C 6.590619 -4.887697 2.120192 -0.05 0.02 -0.05
C 5.234684 -5.107442 1.955775 0.17 0.08 0.11
C 4.361459 -4.758134 2.990738 -0.02 -0.10 -0.01
C 4.844835 -4.161110 4.132808 0.00 0.02 0.01
N 4.834794 -5.851184 0.797430 -0.19 -0.14 0.09
N 3.824376 -5.572514 0.131834 0.20 0.05 -0.15
C 3.080024 -4.374119 0.272465 -0.19 0.11 0.04
C 3.601837 -3.124809 0.547108 0.06 -0.07 -0.10
C 2.818377 -1.969413 0.565205 0.00 0.04 0.03
C 1.457906 -2.030379 0.297293 0.09 -0.05 0.15
O 0.649851 -1.013669 0.307339 0.47 -0.14 0.00
C 0.912267 -3.312503 -0.032931 0.02 -0.05 0.11
N -0.420209 -3.320418 -0.303936 0.28 -0.05 -0.01
C -1.020757 -4.456106 -0.549690 -0.03 -0.02 -0.13
C -0.315870 -5.673130 -0.587476 -0.01 -0.01 -0.01
C 1.029804 -5.684903 -0.352174 0.04 -0.01 0.00
C 1.695950 -4.473954 -0.051585 0.02 -0.01 0.02
H 8.016908 -2.380360 6.504761 0.00 0.00 0.01
H 8.252207 -2.253689 4.746660 0.00 0.01 0.00
H 8.588278 -3.790279 5.585486 0.00 0.00 -0.01
H 8.148921 -4.084782 3.348203 0.00 0.01 0.00
H 7.265557 -5.212274 1.338003 0.01 0.01 0.01
H 3.301654 -4.956327 2.897529 0.00 0.01 -0.01
H 4.178636 -3.885610 4.939883 0.01 0.00 -0.01
H 4.661468 -3.022202 0.740038 -0.01 -0.01 0.01
H 3.270550 -1.012505 0.787001 -0.01 -0.03 -0.02
H -2.084805 -4.406218 -0.744090 -0.01 0.01 0.01
H -0.853767 -6.584619 -0.809242 0.00 0.00 0.01
H 1.601612 -6.602417 -0.384536 -0.01 -0.01 0.00
O -0.817541 -0.876570 -1.904753 -0.11 -0.10 -0.01
C -0.759007 -0.834256 -3.296451 0.04 0.13 -0.02
C -1.036064 0.609262 -3.715512 -0.02 -0.02 -0.02
C -1.793014 1.513089 -3.031703 -0.06 -0.02 -0.02
C -1.908651 2.755891 -3.715171 -0.03 -0.02 -0.05
C -1.227332 2.771685 -4.892185 -0.01 -0.01 -0.02
S -0.431507 1.285578 -5.180311 -0.01 -0.04 0.00
C -1.779287 -1.784677 -3.922280 0.02 0.04 -0.06
C -1.887951 -3.119255 -3.679448 0.02 -0.02 -0.01
C -2.961869 -3.725267 -4.384122 0.00 0.00 -0.01
C -3.633129 -2.835755 -5.166726 -0.01 -0.01 0.00
S -2.974742 -1.264282 -5.041612 0.02 0.02 -0.02
C 0.616129 -1.273623 -3.780599 -0.04 -0.04 -0.06
C 0.975176 -1.654553 -5.041445 -0.01 -0.02 0.00
C 2.357092 -1.965554 -5.146713 0.01 -0.01 -0.01
C 3.006836 -1.829040 -3.956871 0.00 0.02 -0.01
S 1.951335 -1.315690 -2.716515 0.02 0.07 0.00
H -2.249187 1.306369 -2.071821 0.00 -0.04 0.03
H -2.468116 3.600184 -3.337111 -0.01 -0.03 -0.05
H -1.136104 3.580465 -5.600059 0.00 0.00 0.02
H -1.215598 -3.644648 -3.016826 -0.01 0.01 0.01
H -3.225104 -4.771021 -4.306047 0.00 0.02 0.00
H -4.492220 -3.016276 -5.793046 0.01 0.00 0.01
H 0.270374 -1.730426 -5.858766 -0.01 0.00 0.01
H 2.835962 -2.293451 -6.058647 0.00 0.00 0.01
H 4.046205 -2.017645 -3.738636 -0.02 -0.01 -0.01
C 0.713286 5.906226 0.583973 0.00 -0.01 -0.01
C -0.139673 4.699027 0.210867 -0.05 -0.03 -0.01
C -0.668689 4.888052 -1.212425 0.00 -0.02 0.04
C -1.344576 4.641727 1.149498 -0.08 0.00 0.05
Sb 0.716408 2.648213 0.232488 0.11 0.00 0.00
C 2.362151 2.838370 -1.249564 -0.06 0.00 -0.02
C 3.055213 4.191763 -1.351721 -0.01 0.01 0.01
C 3.410418 1.765198 -0.966219 0.01 0.01 0.02
C 1.701531 2.505986 -2.591103 0.08 -0.01 0.02
C 1.733734 2.510291 2.206436 0.01 0.07 -0.06
C 2.624820 3.682904 2.600807 0.04 -0.04 0.01
C 0.600182 2.355099 3.218514 -0.01 0.01 0.05
C 2.534617 1.209281 2.259602 -0.07 -0.04 0.00
H 0.091860 6.809895 0.511259 0.01 0.00 0.00
H 1.565548 6.043820 -0.078993 0.03 -0.01 -0.01
H 1.084600 5.854762 1.605503 -0.01 -0.01 0.03
H -1.259983 5.812310 -1.261288 -0.01 -0.01 0.01
H -1.316903 4.061554 -1.514395 0.07 0.06 0.06
H 0.133413 4.973600 -1.947403 0.00 0.00 -0.01
H -2.007486 5.494658 0.954865 0.00 0.02 0.01
H -1.049870 4.698663 2.198462 -0.01 -0.02 0.01
H -1.929782 3.727911 1.016094 -0.04 0.01 0.01
H 3.440473 4.543108 -0.392615 0.01 -0.01 0.01
H 2.389154 4.957286 -1.751866 -0.01 0.02 0.02
H 3.906604 4.111896 -2.041975 -0.02 0.00 -0.01
H 4.034376 2.026829 -0.111054 0.02 0.01 0.02
H 4.072558 1.667633 -1.837620 -0.02 -0.01 0.00
H 2.958390 0.786665 -0.784967 0.00 0.00 0.01
H 0.921361 3.216570 -2.868918 0.00 0.00 0.00
H 1.245214 1.515258 -2.575746 0.03 0.02 0.03
H 2.457490 2.510908 -3.388383 0.00 0.00 0.02
H 2.038784 4.567846 2.846108 0.00 0.03 -0.03
H 3.341383 3.951804 1.821796 0.01 -0.02 -0.01
H 3.199222 3.417968 3.499287 -0.02 0.01 0.00
H -0.052637 3.227793 3.262521 0.00 0.00 0.00
H 1.024079 2.206056 4.221477 0.00 0.00 -0.02
H -0.017267 1.484244 2.988274 0.01 0.01 0.00
H 3.443511 1.240974 1.661660 0.01 0.01 -0.02
H 1.929271 0.358836 1.938580 0.02 0.04 0.01
H 2.834976 1.026055 3.299967 0.00 0.00 -0.01
```
Forces are in eV/Å.